# C30H74N4O16P2S

A cluster of 11 separate species, C30H74N4O16P2S in total (wB97M-V/def2-TZVPD, the OMol25 dataset).

Bonds (Å) are listed after each position.
Element x y z (Å)
1 C 0.20122 7.77111 -1.94431  O73 1.424, H81 1.093, H96 1.093, H125 1.089
2 H -6.15093 -5.54275 0.88303  C106 1.093
3 H -0.62139 -5.67894 1.76599  C76 1.086
4 H 4.02542 -1.21047 -3.20961  C87 1.129
5 O 1.14384 -2.22046 4.76930  P88 1.497
6 H 1.94031 -2.79078 2.33340  C104 1.093
7 C 0.28218 1.26487 -1.90260  C39 1.456, C77 1.501, P118 1.894
8 C -2.04039 -2.38649 3.78780  H53 1.124, C97 1.603, H103 1.121, C105 1.604
9 C 2.54286 5.59000 -4.49075  O41 1.420, H60 1.094, H84 1.089, H112 1.093
10 H 10.25760 0.45769 -0.52865  C113 1.094
11 H -2.05308 3.87790 -1.10615  C74 1.133
12 C -3.24601 1.57796 -0.71213  H23 1.129, C40 1.580, C95 1.601, H122 1.122
13 H 9.33448 -3.81699 -2.15941  C49 1.093
14 H 2.44882 0.34690 -3.85015  C67 1.124
15 O 5.98569 0.61493 -1.13777  C28 1.437, C92 1.447
16 H 0.90021 -2.01329 1.12523  C104 1.086
17 O 8.22322 -2.71412 -3.51023  H27 0.963, C49 1.422
18 C -1.08513 -0.29785 2.44964  C38 1.485, N56 1.354, C105 1.579
19 N 3.38051 1.24180 0.34293  C48 1.442, H51 1.020, H83 1.019
20 H -2.25605 -0.18599 4.36652  C105 1.117
21 H -2.09525 2.38736 -4.32953  O50 0.977
22 H -1.00593 -3.98761 7.67230  C78 1.088
23 H -2.62333 2.09204 0.07625  C12 1.129
24 H -3.17857 -0.72905 2.92901  C105 1.128
25 H -6.40550 -7.13083 0.12025  C106 1.089
26 C -9.72379 2.72492 0.09380  O59 1.423, H99 1.093, H111 1.089, H127 1.093
27 H 8.09205 -3.48913 -4.06713  O17 0.963
28 C 6.35594 2.00043 -1.22160  O15 1.437, H72 1.128, H80 1.119, H100 1.120
29 H -4.17136 -2.57140 3.40631  C97 1.128
30 H -4.91771 2.87909 -1.33731  C40 1.125
31 H 6.23948 -0.91103 -2.50338  C92 1.124
32 O -4.45639 -6.50692 0.20052  H71 0.967, C106 1.420
33 H -1.52455 -3.19030 9.17491  C78 1.092
34 H 8.59641 -2.32519 -1.53141  C49 1.089
35 H -0.80216 -7.40272 2.16556  C76 1.094
36 O -6.22609 0.63442 -1.09946  H58 0.965, C98 1.422
37 O 2.22134 0.04590 5.01889  H61 0.979, P88 1.671
38 C 0.31297 -0.22957 2.94607  C18 1.485, N64 1.402, P88 1.893
39 C -0.74841 0.80188 -0.98475  C7 1.456, C95 1.568, C110 1.501
40 C -3.84588 2.71059 -1.63558  C12 1.580, H30 1.125, C74 1.575, H75 1.126
41 O 1.63052 4.50946 -4.61468  C9 1.420, H89 0.966
42 H 3.59410 2.49018 -1.86616  C117 1.129
43 H -6.69033 -1.19968 -1.93470  C98 1.093
44 H -1.11280 -6.82603 0.49926  C76 1.094
45 S -3.23384 -3.00733 1.23780  H46 1.371, C97 1.849
46 H -1.93098 -3.20827 0.86121  S45 1.371
47 H -2.33934 -1.48837 7.85040  O52 0.964
48 C 2.00583 1.09094 -0.06613  N19 1.442, C63 1.497, C77 1.450
49 C 8.44518 -3.18202 -2.18641  H13 1.093, O17 1.422, H34 1.089, H93 1.093
50 O -1.37282 2.75953 -3.78687  H21 0.977, P118 1.709
51 H 3.49945 0.91946 1.30381  N19 1.020
52 O -1.67940 -2.06353 7.44693  H47 0.964, C78 1.425
53 H -2.18921 -2.56736 4.88682  C8 1.124
54 H -3.02139 4.66207 -2.42757  C74 1.131
55 H 10.19466 -0.38686 1.04755  C113 1.093
56 N -1.52266 0.02602 1.20957  C18 1.354, C110 1.388
57 O 8.56398 0.80510 0.60550  H65 0.965, C113 1.421
58 H -7.14407 0.92254 -1.16925  O36 0.965
59 O -9.32163 1.42550 0.51289  C26 1.423, H82 0.963
60 H 2.49337 5.99591 -3.47628  C9 1.094
61 H 2.81908 -0.05989 4.25071  O37 0.979
62 H 2.32996 2.78827 -3.10135  C117 1.128
63 C 0.95388 0.58272 0.86963  C48 1.497, N64 1.374, C110 1.470
64 N 1.35667 0.24487 2.13864  C38 1.402, C63 1.374
65 H 8.10444 0.06516 0.18937  O57 0.965
66 H -2.55219 -0.43630 -1.30639  C95 1.129
67 C 3.33674 0.85326 -3.38288  H14 1.124, C87 1.592, C117 1.578, H119 1.120
68 H -0.57751 -1.10150 6.27615  O90 0.992
69 O -2.55161 -6.33571 1.89792  C76 1.419, H120 0.964
70 H 10.49782 1.36517 0.98309  C113 1.089
71 H -3.97150 -5.67189 0.15480  O32 0.967
72 H 7.48203 2.05760 -1.21435  C28 1.128
73 O -0.54183 6.65025 -2.41265  C1 1.424, H102 0.964
74 C -3.10936 4.09137 -1.45563  H11 1.133, C40 1.575, H54 1.131, O114 1.441
75 H -3.84830 2.35633 -2.70404  C40 1.126
76 C -1.19448 -6.57838 1.56191  H3 1.086, H35 1.094, H44 1.094, O69 1.419
77 C 1.69937 1.44069 -1.43991  C7 1.501, C48 1.450, C117 1.560
78 C -1.74474 -3.32155 8.11351  H22 1.088, H33 1.092, O52 1.425, H124 1.092
79 H -3.56344 5.86866 -0.65726  O114 0.969
80 H 5.91926 2.52717 -2.10762  C28 1.119
81 H 1.07096 7.42531 -1.37961  C1 1.093
82 H -9.58816 1.32751 1.43315  O59 0.963
83 H 3.65256 2.21643 0.22302  N19 1.019
84 H 3.55094 5.22537 -4.68461  C9 1.089
85 H 2.37162 -2.86764 0.59872  C104 1.094
86 H -1.30123 -0.27563 -4.02268  N115 1.025
87 C 4.13195 -0.27424 -2.58839  H4 1.129, C67 1.592, C92 1.592, H126 1.122
88 P 0.79765 -0.76641 4.69561  O5 1.497, O37 1.671, C38 1.893, O90 1.634
89 H 0.74737 4.85816 -4.43802  O41 0.966
90 O -0.25672 -0.27015 5.84051  H68 0.992, P88 1.634
91 H -3.31223 -4.23098 3.35737  C97 1.117
92 C 5.68086 0.06182 -2.44005  O15 1.447, H31 1.124, C87 1.592, H123 1.126
93 H 7.57438 -3.74803 -1.84553  C49 1.093
94 H -0.66030 0.34173 -5.45047  N115 1.027
95 C -2.22182 0.62729 -1.49296  C12 1.601, C39 1.568, H66 1.129, H109 1.119
96 H -0.42941 8.39810 -1.30901  C1 1.093
97 C -3.25990 -3.15025 3.08142  C8 1.603, H29 1.128, S45 1.849, H91 1.117
98 C -6.23647 -0.78575 -1.03017  O36 1.422, H43 1.093, H101 1.090, H121 1.093
99 H -10.80864 2.82482 0.18022  C26 1.093
100 H 6.00435 2.50174 -0.28387  C28 1.120
101 H -5.20860 -1.13872 -0.94972  C98 1.090
102 H -0.82762 6.14991 -1.63970  O73 0.964
103 H -1.05178 -2.80509 3.46405  C8 1.121
104 C 1.54670 -2.86513 1.31694  H6 1.093, H16 1.086, H85 1.094, O108 1.421
105 C -2.18423 -0.82436 3.45286  C8 1.604, C18 1.579, H20 1.117, H24 1.128
106 C -5.83712 -6.20289 0.06972  H2 1.093, H25 1.089, O32 1.420, H116 1.093
107 H 1.39021 -4.79742 1.34751  O108 0.964
108 O 0.79330 -4.06151 1.17145  C104 1.421, H107 0.964
109 H -2.31744 0.78266 -2.59687  C95 1.119
110 C -0.44579 0.44591 0.44122  C39 1.501, N56 1.388, C63 1.470
111 H -9.43257 2.86137 -0.94646  C26 1.089
112 H 2.29443 6.36807 -5.21761  C9 1.093
113 C 9.95767 0.54096 0.51980  H10 1.094, H55 1.093, O57 1.421, H70 1.089
114 O -3.81864 4.94206 -0.53405  C74 1.441, H79 0.969
115 N -0.47767 0.15114 -4.45830  H86 1.025, H94 1.027, P118 1.753
116 H -6.02309 -5.71878 -0.89286  C106 1.093
117 C 2.76527 1.98374 -2.44107  H42 1.129, H62 1.128, C67 1.578, C77 1.560
118 P -0.04728 1.68240 -3.72054  C7 1.894, O50 1.709, N115 1.753
119 H 4.01180 1.25948 -4.17944  C67 1.120
120 H -3.04175 -7.14348 1.70820  O69 0.964
121 H -6.79923 -1.11116 -0.15157  C98 1.093
122 H -4.03552 0.97238 -0.19328  C12 1.122
123 H 6.04719 0.72812 -3.27053  C92 1.126
124 H -2.73996 -3.75431 7.99104  C78 1.092
125 H 0.53625 8.35150 -2.80239  C1 1.089
126 H 3.64972 -0.47049 -1.59405  C87 1.122
127 H -9.23161 3.48300 0.70779  C26 1.093

Results
Multiplicity   1
HOMO   -7.613 eV
Total energy   -3691.0692 a.u.